Model A:
{
  "formula": "C3H6NO2",
  "method": "ωB97M-V/def2-TZVPD",
  "symbols": ["N", "C", "C", "O", "C", "O", "H", "H", "H", "H", "H", "H"],
  "xyz": [[1.04759, 0.31685, 1.42696], [-0.01871, 0.56902, 0.42882], [-0.24251, -0.13139, -0.64267], [0.24750, -0.92358, -1.57264], [-1.12698, -0.45257, -1.70482], [-2.01335, -1.44163, -1.59732], [1.57902, -0.49397, 1.02060], [0.75983, 0.21304, 2.37293], [1.61073, 1.09185, 1.59229], [-0.64715, 1.22180, 0.88503], [-1.10075, 0.23765, -2.47209], [-2.42765, -1.90620, -2.35293]],
  "charge": 1,
  "homo_ev": -14.59
}

Model B:
{
  "formula": "C3H6NO2",
  "method": "ωB97M-V/def2-TZVPD",
  "symbols": ["N", "C", "C", "C", "O", "O", "H", "H", "H", "H", "H", "H"],
  "xyz": [[-1.09475, -1.03191, 0.15950], [0.04190, -0.21500, -0.11303], [0.05304, 1.16986, -0.62663], [1.00259, 0.74992, 0.51226], [2.12156, 0.03601, 0.29809], [1.54904, -0.98515, -0.47575], [-0.92875, -2.11388, -0.07284], [-1.90410, -0.79405, -0.34462], [-1.42596, -1.10892, 1.10642], [-0.92650, 1.69183, -0.29127], [0.43196, 1.38376, -1.56723], [1.07997, 1.21753, 1.41511]],
  "charge": 1,
  "homo_ev": -14.10
}

Model C:
{
  "formula": "C3H6NO2",
  "method": "ωB97M-V/def2-TZVPD",
  "symbols": ["C", "C", "C", "N", "O", "O", "H", "H", "H", "H", "H", "H"],
  "xyz": [[-0.08763, -0.75510, -0.20990], [0.72054, 1.46927, 0.13109], [0.07943, -2.01656, 0.27396], [0.13028, 2.14453, -0.75660], [-1.18871, -0.28322, -0.81302], [0.78887, -2.41777, 1.30078], [1.22143, 1.89388, 0.94910], [-0.26378, -2.72304, -0.34224], [-2.06933, -0.30191, -0.43149], [-0.54485, 1.76377, -1.43849], [0.18643, 3.15901, -0.73776], [1.02733, -1.93287, 2.07458]],
  "charge": 1,
  "homo_ev": -13.29
}

model A is favored, and the nearest alternative lies 2.421 eV above it.